Below is C5H9N in the gas phase, with properties calculated with wB97M-V/def2-TZVPD.

```
15
Properties=species:S:1:pos:R:3:forces:R:3
C -2.37890 -1.63908 -1.43866 0.28 0.13 0.68
C -1.17025 -1.08816 -1.25116 -0.85 -1.25 0.60
C -0.80159 -0.09104 -0.25398 1.43 -0.33 -0.30
C 0.51178 0.11375 -0.05754 0.74 0.69 -0.02
C 1.11022 1.22664 0.73892 -1.18 0.55 0.93
N 2.21785 0.86051 1.63218 -0.25 -0.29 -0.84
H -2.50364 -2.62540 -1.86975 0.10 0.32 -0.61
H -3.26828 -1.23798 -0.96508 0.05 0.12 0.05
H -0.31709 -1.58923 -1.69356 0.06 0.07 -0.18
H -1.50908 0.33253 0.44806 -0.27 0.38 -0.41
H 1.33593 -0.43501 -0.50907 -0.61 -0.44 -0.67
H 0.26186 1.62257 1.31013 0.24 0.24 0.30
H 1.39894 2.06633 0.09127 -0.03 -0.32 -0.22
H 2.04148 1.22269 2.54663 0.14 0.15 0.45
H 3.07076 1.26090 1.27160 0.16 -0.02 0.26
```
Positions in Å, forces in eV/Å.

Computed properties:
lowest unoccupied orbital energy	0.0344	hartree
SMILES string	C=C/C=C/CN
net charge	0
HOMO	-8.5	eV

Mulliken population analysis, charges in e, atoms 1 to 5: -0.7200 -0.1271 -0.1008 -0.3200 -0.4227


Below is a gas-phase ion, C5H9N2 (charge +1), with properties calculated with wB97M-V/def2-TZVPD.

```
16
Properties=species:S:1:pos:R:3:forces:R:3
C 0.06540 -0.60709 -0.98020 2.32 0.98 1.82
C 2.48272 -0.36952 -0.37286 6.83 1.78 4.49
C -0.83972 0.07634 -0.17099 -1.35 1.77 2.80
C -0.59418 0.86946 1.11145 -1.18 -2.13 0.17
C -2.22181 0.03746 -0.54489 -2.40 -0.73 -0.01
N 1.29223 -0.55545 -0.74087 -2.39 -0.51 -1.88
N 3.03628 -0.96697 0.64455 -3.75 -0.96 -1.39
H -0.28456 -1.12105 -1.77434 -1.23 -1.74 -2.77
H 3.06193 0.55599 -0.75435 -1.26 -1.28 -0.63
H 0.39464 1.14445 1.39481 0.87 0.13 -0.27
H -0.95883 0.18260 1.99789 0.47 0.86 -1.66
H -1.30506 1.69712 1.14395 0.18 0.06 -0.07
H -2.66093 -0.95800 -0.80299 0.89 0.14 0.21
H -2.52966 0.55254 -1.45806 0.61 0.44 -0.30
H -2.86140 0.43299 0.23585 -0.04 0.18 0.08
H 3.92293 -0.97089 1.07106 1.42 1.01 -0.61
```
Positions in Å, forces in eV/Å.

Computed properties:
lowest unoccupied orbital energy (alpha / beta)	-0.2809 / -0.2746	hartree
net charge	+1
HOMO (alpha / beta)	-13.1 / -13.2	eV

Mulliken population analysis, charges in e, atoms 1 to 5: -0.4780 0.1223 1.1374 -1.1825 -1.4098


Below is a gas-phase ion, C5H9N2 (charge +1), with properties calculated with wB97M-V/def2-TZVPD.

```
16
Properties=species:S:1:pos:R:3:forces:R:3
C 0.27980 -0.67727 -1.12394 1.12 1.50 -1.57
C 0.21401 -1.20204 0.04405 1.07 -4.21 0.56
C -1.11127 1.12320 -0.42778 0.29 -1.97 -1.91
C 0.65749 2.08096 0.75773 -1.70 2.74 1.31
C 0.01673 -2.31853 0.86282 2.28 1.13 1.93
N -0.60067 2.06056 0.46712 2.19 0.32 0.20
N -0.19298 0.49198 -1.49780 -1.26 -0.06 1.60
H 1.07866 -1.23834 -1.67922 -0.80 0.29 0.08
H -1.28847 0.25219 0.22490 -0.66 -0.10 -0.24
H -2.02961 1.31186 -1.00215 0.23 0.80 0.79
H 0.83620 2.88402 1.55374 0.36 -1.41 -1.07
H 1.53778 1.58068 0.33159 -0.59 -0.22 -0.20
H 1.01902 -2.89322 1.17928 -2.00 1.43 -0.67
H -0.85664 -2.95582 0.74903 0.01 0.16 0.18
H 0.10156 -1.48305 1.71261 -0.99 -1.66 0.26
H 0.33841 0.98284 -2.15198 0.43 1.25 -1.26
```
Positions in Å, forces in eV/Å.

Computed properties:
lowest unoccupied orbital energy	-0.2258	hartree
net charge	+1
HOMO	-13.8	eV

Mulliken population analysis, charges in e, atoms 1 to 5: 0.3509 -0.0495 -0.4017 -0.2138 -0.9219